(1)
Molecular formula: C50H134N14O16
Method: DFT, ωB97M-V/def2-TZVPD

The total charge is 0. For the gap between HOMO and LUMO, the calculation gives 8.7 eV. The calculation puts the lowest unoccupied orbital energy at 0.0589 eV.

Last column: Mulliken charge in e.
CARTESIAN COORDINATES (ANGSTROEM)
C 4.07 0.17 -5.63  -1.125
C 4.79 -1.15 -5.18  0.336
C 4.47 -1.61 -3.70  -0.435
O 4.92 -0.56 -2.78  -0.392
C 4.79 -1.04 -1.46  -0.467
N 4.45 -2.15 -6.15  -0.715
H 4.31 1.03 -4.99  0.369
H 2.98 0.09 -5.57  0.023
H 4.35 0.49 -6.63  0.509
H 5.86 -0.93 -5.12  0.248
H 4.93 -2.59 -3.52  0.414
H 3.40 -1.77 -3.58  0.010
H 3.74 -1.11 -1.21  0.050
H 5.29 -0.27 -0.87  0.341
H 5.24 -2.02 -1.35  0.353
H 4.77 -1.86 -7.06  0.288
H 3.47 -2.38 -6.26  0.242
C 1.91 5.97 -3.33  -1.293
C 1.45 4.57 -3.68  0.820
C 0.88 3.85 -2.44  -0.853
O 0.37 2.58 -2.84  -0.073
C 1.40 1.59 -2.92  -0.052
N 0.50 4.75 -4.72  -0.677
H 2.91 6.18 -3.70  0.351
H 2.07 6.19 -2.27  0.075
H 1.33 6.76 -3.80  0.410
H 2.30 3.98 -4.03  0.212
H 0.12 4.51 -2.02  0.304
H 1.68 3.85 -1.71  0.241
H 1.70 1.60 -1.87  0.011
H 2.26 1.92 -3.50  0.193
H 1.05 0.60 -3.20  -0.118
H 0.33 3.79 -4.99  -0.160
H -0.39 4.90 -4.28  0.368
C 2.69 5.78 0.52  -0.958
C 2.46 6.00 2.01  0.902
C 3.14 4.92 2.94  -1.170
O 2.50 3.65 2.78  0.226
C 3.39 2.55 2.94  -0.734
N 2.87 7.40 2.32  -0.774
H 2.03 6.48 0.01  0.281
H 2.43 4.76 0.24  0.029
H 3.70 6.08 0.24  0.405
H 1.38 5.97 2.16  -0.140
H 3.11 5.19 3.99  0.366
H 4.20 4.89 2.69  0.420
H 3.99 2.57 3.85  0.395
H 4.06 2.47 2.08  0.413
H 2.83 1.62 2.97  -0.191
H 2.60 7.57 3.28  0.293
H 3.87 7.39 2.38  0.289
C -5.77 5.16 0.10  -1.663
C -4.40 5.26 0.79  1.140
C -3.33 6.21 0.11  -0.604
O -2.21 6.22 0.98  -0.487
C -1.29 5.13 0.82  0.734
N -4.73 5.67 2.19  -0.700
H -6.23 6.12 -0.13  0.452
H -6.49 4.54 0.65  0.373
H -5.57 4.81 -0.91  0.369
H -3.96 4.26 0.80  -0.342
H -3.78 7.19 0.02  0.311
H -3.01 5.97 -0.91  0.285
H -0.75 5.07 -0.12  -0.182
H -1.75 4.15 0.98  0.193
H -0.59 5.23 1.65  -0.255
H -5.41 6.41 2.10  0.282
H -3.88 6.11 2.52  0.300
C -3.81 -2.17 5.62  -1.753
C -2.95 -1.39 4.59  0.526
C -1.79 -2.14 3.97  0.989
O -0.73 -2.26 4.91  -0.467
C 0.47 -2.81 4.33  -0.421
N -4.02 -1.03 3.58  -0.341
H -4.53 -1.56 6.17  0.478
H -3.22 -2.46 6.48  0.431
H -4.34 -3.05 5.26  0.303
H -2.55 -0.49 5.06  0.152
H -1.45 -1.58 3.10  -0.813
H -2.05 -3.11 3.54  -0.058
H 1.31 -2.87 5.02  0.501
H 0.80 -2.21 3.49  -0.232
H 0.34 -3.80 3.87  0.195
H -4.69 -0.42 4.04  0.274
H -3.60 -0.47 2.85  -0.160
C -1.51 -2.40 -0.31  -1.408
C 0.00 -2.17 -0.56  1.233
C 0.54 -0.94 0.31  1.364
O -0.29 0.23 0.24  0.592
C 0.10 1.26 1.20  -0.210
N 0.55 -3.49 -0.29  0.857
H -2.06 -1.55 -0.70  0.468
H -1.87 -2.44 0.72  -0.308
H -1.93 -3.24 -0.87  0.705
H 0.15 -1.94 -1.62  -0.804
H 1.56 -0.70 0.01  -0.058
H 0.60 -1.25 1.35  -1.854
H 0.42 0.78 2.12  -0.385
H -0.79 1.84 1.43  0.048
H 0.90 1.91 0.83  0.037
H 1.49 -3.51 0.10  -0.378
H -0.03 -3.97 0.38  -0.295
C -0.01 1.30 4.90  -0.465
O -0.02 2.31 5.96  -0.423
C 0.51 3.64 5.68  -0.184
C 0.00 4.63 6.72  -0.825
N 0.37 4.16 8.07  -0.368
C -0.56 4.77 8.99  -0.416
C -0.26 4.39 10.43  -0.620
O -0.15 2.97 10.50  -0.383
C -1.41 2.36 10.61  -0.639
H 1.01 1.19 4.55  0.242
H -0.67 1.46 4.04  0.178
H -0.29 0.35 5.35  0.207
H 0.30 3.91 4.64  0.378
H 1.59 3.68 5.79  0.110
H -1.08 4.64 6.56  0.385
H 0.38 5.64 6.54  0.349
H 0.43 3.15 8.12  0.350
H -1.56 4.44 8.70  0.284
H -0.42 5.85 8.93  0.283
H -0.98 4.66 11.20  0.385
H 0.68 4.78 10.82  0.310
H -1.97 2.70 9.74  0.276
H -1.94 2.63 11.52  0.295
H -1.22 1.28 10.58  0.226
C 2.99 -8.93 -2.01  -0.901
O 2.14 -7.82 -1.88  -0.117
C 1.22 -7.65 -2.98  -0.738
C 0.34 -6.45 -2.60  0.058
N -0.83 -6.42 -3.49  -0.474
C -1.64 -5.28 -3.03  1.251
C -2.90 -5.14 -3.90  -0.873
O -3.95 -5.95 -3.41  -0.478
C -4.53 -5.47 -2.18  -0.467
H 3.74 -8.88 -1.22  0.238
H 3.64 -9.02 -2.87  0.336
H 2.42 -9.86 -2.01  0.351
H 0.57 -8.51 -3.14  0.369
H 1.73 -7.56 -3.94  0.368
H 0.93 -5.54 -2.70  0.141
H 0.09 -6.50 -1.54  -0.152
H -1.42 -7.24 -3.39  0.327
H -1.07 -4.36 -3.11  -0.438
H -1.81 -5.32 -1.95  -0.331
H -2.71 -5.44 -4.93  0.429
H -3.27 -4.12 -3.96  0.427
H -3.97 -5.94 -1.37  0.203
H -5.59 -5.73 -2.15  0.347
H -4.38 -4.40 -2.02  0.097
C 3.56 -2.01 2.06  -0.607
O 3.24 -2.98 1.00  0.260
C 4.02 -4.24 0.91  -0.561
C 3.81 -5.25 2.07  -1.072
N 2.37 -5.47 2.32  -0.126
C 1.72 -6.36 1.41  -0.246
C 0.29 -6.48 1.92  -1.483
O -0.38 -5.20 1.80  0.529
C -1.78 -5.32 1.69  -0.633
H 3.60 -2.56 3.01  0.342
H 2.87 -1.17 2.12  -0.176
H 4.53 -1.65 1.75  0.282
H 5.05 -4.05 0.61  0.578
H 3.58 -4.60 -0.02  0.220
H 4.30 -4.81 2.94  0.404
H 4.31 -6.12 1.66  0.453
H 1.90 -4.59 2.15  -0.164
H 2.26 -7.30 1.54  0.556
H 1.75 -6.00 0.39  0.244
H 0.15 -6.72 2.97  0.511
H -0.22 -7.30 1.42  0.465
H -2.13 -5.55 2.69  0.284
H -2.20 -5.99 0.93  0.341
H -2.15 -4.32 1.47  -0.204
C 2.75 3.33 -10.01  -0.784
O 2.73 2.42 -8.87  -0.393
C 1.65 2.53 -7.94  0.429
C 0.37 1.95 -8.74  -0.987
N -0.40 0.85 -8.04  -0.458
C -1.02 1.35 -6.82  0.040
C -1.53 0.28 -5.92  -0.881
O -0.40 -0.35 -5.26  -0.232
C -0.76 -1.15 -4.06  -0.700
H 3.40 2.96 -10.80  0.271
H 3.07 4.30 -9.64  0.294
H 1.80 3.38 -10.55  0.315
H 1.57 3.57 -7.62  0.262
H 1.90 1.95 -7.05  -0.173
H 0.80 1.54 -9.65  0.546
H -0.29 2.74 -9.11  0.297
H 0.16 0.04 -7.82  0.303
H -1.89 1.91 -7.18  0.399
H -0.34 2.01 -6.28  -0.216
H -2.10 -0.51 -6.41  0.396
H -2.19 0.69 -5.16  0.405
H -0.96 -0.44 -3.26  0.234
H 0.03 -1.87 -3.84  0.251
H -1.71 -1.64 -4.26  0.389
C -3.73 1.00 0.02  0.320
O -3.81 0.23 0.98  -0.607
N -2.68 1.21 -0.66  0.382
N -4.75 1.59 -0.47  -0.281
H -2.73 1.91 -1.39  0.130
H -1.75 1.02 -0.33  0.009
H -5.64 1.61 0.01  0.254
H -4.69 2.07 -1.35  0.109
C -5.57 -3.24 1.08  0.538
O -6.23 -4.04 0.46  -0.780
N -4.79 -2.41 0.51  0.234
N -5.56 -3.14 2.36  -0.222
H -4.29 -1.69 1.02  -0.210
H -4.81 -2.34 -0.50  0.149
H -5.05 -2.44 2.87  0.388
H -6.20 -3.77 2.82  0.205


(2)
Molecular formula: C50H140FeN10O19P
Method: DFT, ωB97M-V/def2-TZVPD

The total charge is 0. For the gap between HOMO and LUMO (spin up / spin down), the calculation gives 8.1 / 7.8 eV. Its multiplicity is 6. The calculation puts the lowest unoccupied orbital energy (spin up / spin down) at 0.0445 / -0.2302 eV.

Last column: Mulliken charge in e.
CARTESIAN COORDINATES (ANGSTROEM)
Fe 3.26 20.70 1.57  0.541
P 3.99 18.68 0.71  0.384
O 4.38 17.30 0.07  -1.106
O 4.80 19.66 1.61  0.447
O 2.73 18.84 1.57  0.224
O 3.49 19.95 -0.10  -0.004
C 3.81 24.83 -2.00  -1.156
C 3.52 23.50 -2.67  -0.381
O 4.12 22.49 -1.89  0.181
H 3.38 24.87 -0.99  -0.032
H 3.37 25.72 -2.46  0.439
H 4.86 25.03 -1.83  0.312
H 4.08 23.33 -3.59  0.503
H 2.49 23.23 -2.88  0.232
H 3.86 21.62 -2.18  -0.305
C 3.92 15.55 -3.94  -1.514
C 4.78 16.03 -2.76  0.097
O 4.47 17.38 -2.50  0.965
H 3.83 14.47 -4.04  0.423
H 4.23 15.99 -4.89  0.364
H 2.86 15.70 -3.76  0.184
H 5.83 15.89 -3.02  0.183
H 4.58 15.41 -1.88  -0.021
H 4.40 17.50 -1.55  -0.455
C 0.18 15.35 -0.50  -1.904
C 1.33 16.26 -0.43  1.262
O 2.42 15.68 0.17  1.917
H -0.28 15.30 0.49  0.279
H 0.45 14.33 -0.76  0.360
H -0.60 15.69 -1.17  0.238
H 1.09 17.21 0.04  -0.717
H 1.72 16.40 -1.44  0.207
H 3.09 16.37 0.09  -0.590
C 9.01 18.12 -0.33  -1.678
C 7.45 18.17 -0.46  2.008
O 6.96 16.93 -0.58  -0.035
H 9.33 17.93 0.70  0.236
H 9.44 19.11 -0.48  0.490
H 9.43 17.28 -0.89  0.305
H 7.00 18.76 -1.26  -0.824
H 7.07 18.61 0.46  -0.700
H 6.00 16.99 -0.51  -0.197
C 4.78 13.42 1.39  -0.102
C 3.97 12.60 0.37  -0.758
O 2.62 12.99 0.61  -0.572
H 5.85 13.26 1.29  0.379
H 4.53 13.28 2.44  0.291
H 4.66 14.43 1.02  -0.373
H 4.17 11.59 0.73  0.451
H 4.36 12.63 -0.64  0.252
H 2.52 13.95 0.56  -0.018
C 7.60 19.01 -4.25  -1.451
C 6.37 19.99 -3.97  1.922
C 6.42 21.38 -4.67  -0.260
O 7.62 21.95 -4.40  -0.507
C 7.81 22.31 -3.08  0.050
N 5.22 19.23 -4.52  -0.833
H 8.47 19.48 -3.78  0.312
H 7.91 18.87 -5.28  0.327
H 7.46 17.98 -3.90  0.301
H 6.26 20.09 -2.89  -0.979
H 5.63 21.94 -4.16  -0.228
H 6.28 21.30 -5.74  0.440
H 6.93 22.91 -2.83  -0.044
H 8.66 22.99 -3.04  0.380
H 7.97 21.39 -2.52  -0.102
H 5.26 18.38 -3.97  0.121
H 4.42 19.71 -4.14  0.115
C 3.31 19.34 4.63  -1.094
C 2.40 20.51 4.22  2.262
C 1.98 21.22 5.53  -2.040
O 1.44 22.48 5.12  -0.110
C 0.91 23.19 6.16  -1.058
N 3.19 21.46 3.43  1.424
H 4.38 19.51 4.74  -0.509
H 3.19 18.56 3.87  -0.570
H 2.94 18.84 5.52  0.744
H 1.49 20.26 3.67  -0.297
H 2.88 21.41 6.12  0.371
H 1.18 20.71 6.07  0.635
H 0.10 22.63 6.63  0.320
H 0.47 24.13 5.85  0.367
H 1.54 23.40 7.02  0.273
H 4.04 21.58 3.97  -0.702
H 2.60 22.20 3.78  0.404
C 0.02 16.17 4.89  -1.732
C 1.17 16.01 3.86  1.264
C 1.46 14.61 3.30  -0.909
O 2.17 13.79 4.23  -0.349
C 1.81 12.37 4.11  -0.780
N 0.85 16.94 2.78  -0.069
H 0.15 15.36 5.61  0.540
H -0.91 16.02 4.34  0.270
H -0.01 17.15 5.36  0.203
H 2.17 16.26 4.23  0.178
H 2.19 14.66 2.50  0.270
H 0.52 14.31 2.84  0.429
H 0.76 12.22 4.36  0.329
H 2.38 11.84 4.88  0.264
H 2.05 12.02 3.11  0.270
H 1.68 17.47 2.58  -0.950
H 1.05 16.33 2.00  -0.172
C 7.22 23.28 5.30  -1.349
C 6.15 22.51 6.08  0.114
C 5.15 23.53 6.65  -0.197
O 5.79 24.29 7.65  -0.487
C 5.91 23.62 8.92  -0.683
N 5.47 21.60 5.17  0.170
H 7.85 23.95 5.88  0.481
H 6.69 23.82 4.52  -0.005
H 8.08 22.68 4.99  0.289
H 6.61 21.85 6.82  0.680
H 4.26 23.06 7.07  0.370
H 4.82 24.22 5.88  -0.063
H 6.34 24.18 9.76  0.327
H 6.46 22.70 8.74  0.276
H 4.99 23.29 9.41  0.254
H 6.10 21.29 4.45  -0.760
H 5.57 20.79 5.77  0.178
C 9.39 15.08 1.96  -1.257
C 9.61 14.32 0.67  0.904
C 10.38 12.97 0.94  -1.060
O 11.52 12.96 1.82  -0.375
C 11.94 11.54 2.09  -0.755
N 8.31 14.12 0.09  -0.720
H 10.32 15.61 2.19  0.569
H 8.94 14.52 2.77  0.243
H 8.65 15.86 1.78  0.112
H 10.08 14.99 -0.06  0.403
H 10.94 12.73 0.04  0.377
H 9.69 12.18 1.24  0.351
H 12.12 10.94 1.19  0.318
H 11.26 10.89 2.64  0.320
H 12.87 11.60 2.66  0.273
H 7.74 14.11 0.92  -0.119
H 7.93 15.03 -0.14  0.302
C 6.63 22.22 0.40  -1.668
C 5.55 22.61 1.43  2.094
C 5.70 23.99 2.14  -1.712
O 5.36 25.07 1.27  -0.219
C 5.42 26.31 1.89  -0.993
N 4.19 22.42 0.89  1.612
H 7.60 22.67 0.62  0.524
H 6.43 22.79 -0.51  0.223
H 6.68 21.14 0.23  0.177
H 5.63 21.90 2.25  -1.079
H 6.74 24.12 2.47  1.009
H 5.04 23.95 3.01  0.130
H 4.74 27.05 1.48  0.364
H 6.41 26.75 2.00  0.296
H 5.10 26.28 2.93  0.298
H 4.31 22.53 -0.11  -1.322
H 3.84 23.34 1.11  0.444
C 8.07 19.21 5.23  -1.513
C 7.54 18.73 3.84  0.290
C 6.57 17.58 3.86  -0.609
O 7.25 16.30 3.89  -0.418
C 6.31 15.23 4.02  -0.600
N 6.86 19.92 3.33  0.880
H 8.75 18.45 5.63  0.433
H 7.23 19.42 5.89  0.277
H 8.59 20.17 5.17  0.434
H 8.33 18.59 3.09  0.044
H 5.77 17.63 3.12  0.223
H 6.06 17.78 4.80  0.201
H 6.70 14.27 3.69  0.395
H 5.45 15.43 3.38  -0.010
H 6.04 15.11 5.07  0.315
H 7.57 20.47 2.86  0.252
H 6.28 19.64 2.55  -1.211
C 1.77 20.31 -4.83  -1.810
C 1.65 20.09 -3.29  1.395
C 0.65 18.95 -3.01  -0.356
O -0.54 19.10 -3.73  -0.444
C -1.30 17.94 -3.93  -0.653
N 3.00 19.77 -2.85  1.567
H 2.07 19.37 -5.29  0.367
H 2.54 20.97 -5.20  0.399
H 0.90 20.51 -5.45  0.354
H 1.22 20.97 -2.82  -0.214
H 0.55 18.89 -1.93  -0.170
H 1.15 18.03 -3.32  0.627
H -1.28 17.32 -3.03  0.114
H -0.72 17.43 -4.69  0.356
H -2.27 18.23 -4.35  0.287
H 3.01 19.92 -1.86  -1.516
H 3.33 18.81 -2.88  0.656
C -0.32 22.00 -0.34  -1.206
C 0.91 22.33 0.45  1.355
C 0.46 23.30 1.60  -1.448
O 1.70 23.38 2.41  0.401
C 1.64 24.65 3.06  -1.046
N 1.29 21.07 1.12  1.509
H -1.15 21.45 0.09  -0.342
H 0.02 21.27 -1.08  0.342
H -0.67 22.90 -0.84  0.538
H 1.76 22.69 -0.13  -0.758
H -0.43 22.99 2.15  0.157
H 0.22 24.19 1.02  0.646
H 1.49 25.52 2.42  0.383
H 2.70 24.82 3.21  0.036
H 0.98 24.79 3.93  0.138
H 0.78 20.39 0.57  -0.036
H 0.62 20.98 1.86  -0.670
C -1.62 20.40 4.42  -1.251
C -1.72 19.49 3.22  0.781
C -2.71 19.92 2.19  -1.055
O -2.71 18.92 1.14  -0.275
C -3.72 19.28 0.21  -0.818
N -0.49 19.56 2.52  0.963
H -2.52 20.67 4.98  0.463
H -0.86 21.17 4.32  -0.107
H -1.00 20.12 5.28  0.294
H -1.97 18.46 3.48  0.276
H -2.45 20.89 1.76  0.131
H -3.66 20.03 2.71  0.576
H -4.73 19.34 0.62  0.307
H -3.66 18.51 -0.55  0.260
H -3.55 20.20 -0.35  0.311
H -0.06 18.75 2.95  -0.763
H -0.72 19.19 1.60  0.151